No. 1
Formula: C4H8N2OS
Source: OMol25
Level of theory: ωB97M-V with the def2-TZVPD basis set

Element x y z (Å)
1 C 1.257 0.935 -1.218
2 C 1.464 0.364 0.132
3 C 0.546 0.542 1.237
4 N 0.796 -0.889 0.542
5 N -0.366 -1.255 -0.225
6 H 2.021 1.839 -1.328
7 H 0.295 1.509 -0.954
8 H 1.495 0.190 -2.050
9 H 2.577 0.333 0.514
10 H -0.493 0.708 1.095
11 H 1.018 0.377 2.222
12 H -1.151 -1.166 0.451
13 H -0.307 -2.094 -0.776
14 O -3.484 -1.524 0.643
15 C -3.040 -0.567 0.218
16 S -2.625 0.698 -0.503

Output
ΔE to the lowest compared entry with this formula, charge and spin (kJ/mol): 388.0
SMILES: C[C@H]1CN1N.O=C=S
LUMO energy (eV): 0.52

***

No. 2
Formula: C4H8N2OS3
Source: OMol25
Level of theory: ωB97M-V with the def2-TZVPD basis set

Element x y z (Å)
1 O 2.873 -0.685 1.383
2 C 1.779 -1.304 0.720
3 C 1.301 -0.459 -0.483
4 C -0.233 0.437 -0.131
5 S 0.375 2.028 0.775
6 N -0.958 0.749 -1.286
7 N -2.313 0.346 -1.176
8 C -2.694 -0.314 -0.098
9 S -4.160 -0.799 0.415
10 S -1.262 -0.667 0.932
11 H 3.048 0.198 0.994
12 H 0.930 -1.313 1.416
13 H 2.136 -2.209 0.241
14 H 2.187 0.256 -0.756
15 H 1.009 -0.991 -1.363
16 H -0.434 2.076 1.781
17 H -0.576 1.661 -1.752
18 H -3.011 0.990 -1.609

Output
ΔE to the lowest compared entry with this formula, charge and spin (kJ/mol): 0.0
SMILES: OCC[C@@]1(S)NNC(=S)S1
LUMO energy (eV): 0.32

***

Copy entry 1 word for word.
Formula: C4H8N2OS
Source: OMol25
Level of theory: ωB97M-V with the def2-TZVPD basis set

Element x y z (Å)
1 C 1.257 0.935 -1.218
2 C 1.464 0.364 0.132
3 C 0.546 0.542 1.237
4 N 0.796 -0.889 0.542
5 N -0.366 -1.255 -0.225
6 H 2.021 1.839 -1.328
7 H 0.295 1.509 -0.954
8 H 1.495 0.190 -2.050
9 H 2.577 0.333 0.514
10 H -0.493 0.708 1.095
11 H 1.018 0.377 2.222
12 H -1.151 -1.166 0.451
13 H -0.307 -2.094 -0.776
14 O -3.484 -1.524 0.643
15 C -3.040 -0.567 0.218
16 S -2.625 0.698 -0.503

Output
ΔE to the lowest compared entry with this formula, charge and spin (kJ/mol): 388.0
SMILES: C[C@H]1CN1N.O=C=S
LUMO energy (eV): 0.52

***

Which value of ΔE to the lowest compared entry with this formula, charge and spin does entry 1 give?
388.0 kJ/mol

***

Which of these has the lowest LUMO energy?
C4H8N2OS3

***

Look up the LUMO energy of the first one.
0.52 eV